[1]
Density functional theory data (ωB97M-V/def2-TZVPD) for the molecule C4H11NS.

Last columns: bonded neighbours and bond lengths (Å).
CARTESIAN COORDINATES (ANGSTROEM)
1 C 2.039 0.140 -1.052  C2 1.490, H4 1.106, H5 1.156, H6 1.078
2 C 1.906 1.001 0.157  C1 1.490, S3 1.800, H7 1.116, H8 1.097
3 S 0.282 1.757 0.336  C2 1.800, C10 1.937
4 H 1.209 0.111 -1.782  C1 1.106
5 H 2.362 -0.929 -0.754  C1 1.156
6 H 2.811 0.469 -1.729  C1 1.078
7 H 2.538 1.918 0.097  C2 1.116
8 H 2.179 0.640 1.157  C2 1.097
9 C -2.521 -0.943 -0.136  N11 1.417, H12 1.142, H13 1.102, H14 1.098
10 C -0.769 0.310 1.081  S3 1.937, N11 1.407, H15 1.076, H16 1.118
11 N -1.161 -0.652 0.132  C9 1.417, C10 1.407, H17 0.999
12 H -2.646 -1.415 -1.167  C9 1.142
13 H -3.158 -0.045 -0.089  C9 1.102
14 H -3.002 -1.741 0.444  C9 1.098
15 H -1.542 0.872 1.574  C10 1.076
16 H -0.068 -0.163 1.813  C10 1.118
17 H -0.458 -1.329 -0.084  N11 0.999

Calculated values
M in g/mol: 105.2
Gap between HOMO and LUMO in eV: 9.1
Relative energy (zero: lowest compared OMol25 entry of this formula, charge and spin) in kJ/mol: 122.5
Structure (SMILES): CCSCNC
HOMO energy in hartree: -0.297

***

[2]
Density functional theory data (ωB97M-V/def2-TZVPD) for a cluster of 2 separate species, C5H14N2O in total.

Last columns: bonded neighbours and bond lengths (Å).
CARTESIAN COORDINATES (ANGSTROEM)
1 C -0.858 0.225 -0.338  C2 1.514, C3 1.525, O4 1.455
2 C -1.220 -1.012 -1.132  C1 1.514, H8 1.102, H9 1.091, H10 1.092
3 C -2.112 0.861 0.253  C1 1.525, H7 1.092, H11 1.092, H12 1.103
4 O -0.256 1.174 -1.263  C1 1.455, H5 0.971
5 H -0.873 1.394 -1.980  O4 0.971
6 H 0.886 1.539 0.593  N13 1.034
7 H -2.602 0.170 0.942  C3 1.092
8 H -1.885 -0.771 -1.978  C2 1.102
9 H -1.747 -1.744 -0.517  C2 1.091
10 H -0.320 -1.483 -1.532  C2 1.092
11 H -1.873 1.770 0.808  C3 1.092
12 H -2.846 1.124 -0.527  C3 1.103
13 N 1.709 0.976 0.869  H6 1.034, N14 1.440, C15 1.837, H17 1.023
14 N 2.577 0.743 -0.255  N13 1.440, H18 1.026, H19 1.019
15 C 0.551 -0.440 1.029  N13 1.837, C16 1.335, H20 1.080
16 C 1.106 -1.650 0.930  C15 1.335, H21 1.080, H22 1.079
17 H 2.275 1.060 1.716  N13 1.023
18 H 1.967 0.843 -1.075  N14 1.026
19 H 2.882 -0.227 -0.195  N14 1.019
20 H 0.011 -0.167 1.924  C15 1.080
21 H 1.674 -1.961 0.064  C16 1.080
22 H 0.952 -2.425 1.664  C16 1.079

Calculated values
M in g/mol: 118.2
Gap between HOMO and LUMO in eV: 7.3
Relative energy (zero: lowest compared OMol25 entry of this formula, charge and spin) in kJ/mol: 637.7
HOMO energy in hartree: -0.241

***

Which value of M does entry 2 give?
118.2 g/mol

***

The lowest gap between HOMO and LUMO belongs to which entry?
C5H14N2O

***

What did the second record say?
Density functional theory data (ωB97M-V/def2-TZVPD) for a cluster of 2 separate species, C5H14N2O in total.

Last columns: bonded neighbours and bond lengths (Å).
CARTESIAN COORDINATES (ANGSTROEM)
1 C -0.858 0.225 -0.338  C2 1.514, C3 1.525, O4 1.455
2 C -1.220 -1.012 -1.132  C1 1.514, H8 1.102, H9 1.091, H10 1.092
3 C -2.112 0.861 0.253  C1 1.525, H7 1.092, H11 1.092, H12 1.103
4 O -0.256 1.174 -1.263  C1 1.455, H5 0.971
5 H -0.873 1.394 -1.980  O4 0.971
6 H 0.886 1.539 0.593  N13 1.034
7 H -2.602 0.170 0.942  C3 1.092
8 H -1.885 -0.771 -1.978  C2 1.102
9 H -1.747 -1.744 -0.517  C2 1.091
10 H -0.320 -1.483 -1.532  C2 1.092
11 H -1.873 1.770 0.808  C3 1.092
12 H -2.846 1.124 -0.527  C3 1.103
13 N 1.709 0.976 0.869  H6 1.034, N14 1.440, C15 1.837, H17 1.023
14 N 2.577 0.743 -0.255  N13 1.440, H18 1.026, H19 1.019
15 C 0.551 -0.440 1.029  N13 1.837, C16 1.335, H20 1.080
16 C 1.106 -1.650 0.930  C15 1.335, H21 1.080, H22 1.079
17 H 2.275 1.060 1.716  N13 1.023
18 H 1.967 0.843 -1.075  N14 1.026
19 H 2.882 -0.227 -0.195  N14 1.019
20 H 0.011 -0.167 1.924  C15 1.080
21 H 1.674 -1.961 0.064  C16 1.080
22 H 0.952 -2.425 1.664  C16 1.079

Calculated values
M in g/mol: 118.2
Gap between HOMO and LUMO in eV: 7.3
Relative energy (zero: lowest compared OMol25 entry of this formula, charge and spin) in kJ/mol: 637.7
HOMO energy in hartree: -0.241